Formula: C27H24NNaO2PS4
Source: OMol25
Level of theory: ωB97M-V/def2-TZVPD

As for the total charge: -1. For the total energy, the calculation gives -91023.645 eV. The HOMO energy is -2.7 eV. As for the LUMO energy: 1.8 eV. Its gap between HOMO and LUMO is 4.53 eV. The largest force on an atom is 0.0158 Eh/bohr.

Cartesian coordinates (Å):
1 Na 0.57177 1.48894 -0.08197
2 C 3.38567 2.28220 -0.14559
3 C 3.95439 0.87049 -0.26545
4 C 5.44308 0.95573 -0.60744
5 C 3.23118 0.03096 -1.32738
6 C 3.90926 -1.30900 -1.62450
7 O 2.82112 -2.24643 -1.73555
8 C 1.73155 -1.60962 -1.22611
9 N 1.84733 -0.38133 -0.95326
10 C 0.54992 -2.53849 -1.09033
11 C 0.84154 -3.89779 -1.22648
12 C -0.14882 -4.86170 -1.13493
13 C -1.45754 -4.47514 -0.91026
14 C -1.75479 -3.13149 -0.77580
15 C -0.77524 -2.14181 -0.85519
16 P -1.29988 -0.38006 -0.63655
17 C -2.96061 -0.39563 -1.42386
18 C -3.00589 -0.13563 -2.79381
19 C -4.21221 -0.13883 -3.48053
20 C -5.39545 -0.38313 -2.79739
21 C -5.36481 -0.62219 -1.43013
22 C -4.15507 -0.62986 -0.74835
23 C -1.72351 -0.33964 1.14374
24 C -2.37439 0.81081 1.59500
25 C -2.70419 0.94679 2.93184
26 C -2.35814 -0.04611 3.83794
27 C -1.67919 -1.17372 3.40464
28 C -1.36837 -1.32550 2.05839
29 H 3.94658 2.86326 0.58671
30 H 2.36535 2.28926 0.21725
31 H 3.43017 2.80151 -1.10933
32 H 3.82395 0.36413 0.69782
33 H 5.58524 1.43226 -1.58389
34 H 5.94612 -0.01329 -0.62841
35 H 5.95402 1.57287 0.13251
36 H 3.15790 0.64000 -2.23631
37 H 4.55203 -1.63545 -0.80610
38 H 4.46949 -1.32877 -2.55548
39 H 1.86224 -4.19689 -1.40767
40 H 0.10704 -5.90800 -1.24318
41 H -2.24700 -5.21295 -0.83593
42 H -2.78082 -2.83439 -0.59737
43 H -2.08601 0.08268 -3.32539
44 H -4.22936 0.06702 -4.54337
45 H -6.34063 -0.37310 -3.32591
46 H -6.28619 -0.79809 -0.88897
47 H -4.14015 -0.80238 0.32128
48 H -2.57772 1.62896 0.91130
49 H -3.18016 1.85667 3.27194
50 H -2.58363 0.07931 4.88945
51 H -1.37787 -1.93438 4.11436
52 H -0.83741 -2.21222 1.73459
53 O 1.84552 6.82596 4.21835
54 C 1.50103 5.88345 3.52980
55 S 0.63679 6.02484 2.00748
56 C 0.48060 4.30651 1.63068
57 C 1.00301 3.45205 2.53921
58 S 1.03451 1.69240 2.52724
59 S 1.75916 4.19742 3.95017
60 S -0.34254 3.96653 0.10646

Forces on atoms 1 to 2 (eV/Å):
Na -0.1998 0.2003 0.0962
C 0.0520 -0.1090 -0.2191

These are the natural (NBO) partial charges, in e, on atoms 1 to 5: Na 0.8078; C -0.6004; C -0.2314; C -0.6061; C -0.0889

***

Formula: C35H24Br2N7OS2V
Source: OMol25
Level of theory: ωB97M-V/def2-TZVPD

As for the total charge: +1. For the total energy, the calculation gives -236603.819 eV. The HOMO energy (alpha / beta) is -10.0 / -10.1 eV. As for the LUMO energy (alpha / beta): -4.1 / -3.7 eV. Its gap between HOMO and LUMO (alpha / beta) is 5.86 / 6.38 eV. The largest force on an atom is 0.0118 Eh/bohr. As for the spin multiplicity: 2.

Cartesian coordinates (Å):
1 V -0.55037 -0.17351 0.10361
2 C -4.95419 -1.09436 0.12155
3 C -3.72368 -0.43718 0.24443
4 N -2.57887 -1.01835 -0.04628
5 C -2.58141 -2.30901 -0.46522
6 C -3.76797 -3.04696 -0.62109
7 C -4.97652 -2.39444 -0.30486
8 C -3.68609 -4.37131 -1.11250
9 C -2.46601 -4.88025 -1.44887
10 C -1.27623 -4.13444 -1.29406
11 C -1.30846 -2.86126 -0.77337
12 N -0.25589 -1.97165 -0.57393
13 C 1.07091 -2.29381 -0.90848
14 C 1.70897 -3.49297 -0.71401
15 C 3.06218 -3.64872 -1.08776
16 C 3.77631 -2.62427 -1.64014
17 C 3.16540 -1.35958 -1.80424
18 C 3.81873 -0.21373 -2.31432
19 C 3.14446 0.97119 -2.39555
20 C 1.81491 1.03604 -1.93587
21 N 1.18430 -0.00693 -1.45951
22 C 1.82555 -1.20397 -1.41494
23 H -5.86215 -0.56597 0.37402
24 H -3.67679 0.58149 0.60648
25 H -5.91183 -2.93067 -0.40749
26 H -4.59089 -4.95157 -1.23500
27 H -2.39340 -5.88260 -1.84943
28 H -0.34745 -4.58143 -1.61089
29 H 1.19865 -4.31785 -0.23892
30 H 3.53599 -4.60742 -0.92426
31 H 4.81005 -2.75807 -1.93092
32 H 4.85140 -0.28904 -2.63226
33 H 3.61602 1.86364 -2.78203
34 H 1.27505 1.97464 -1.93798
35 C -1.23180 0.56723 5.35251
36 S -1.34613 2.03251 4.31558
37 C -1.33899 1.36799 2.70889
38 S -1.35648 -0.32693 2.44091
39 N -1.39035 2.28639 1.77334
40 N -1.38297 1.76332 0.52277
41 C -1.73612 2.52732 -0.44059
42 C -1.76608 1.91677 -1.76137
43 C -2.18537 2.57754 -2.90718
44 C -2.22631 1.87737 -4.10034
45 C -1.84734 0.54289 -4.11470
46 C -1.42581 -0.04122 -2.93395
47 N -1.38769 0.62911 -1.78415
48 H -1.18745 0.94803 6.37183
49 H -2.11346 -0.05952 5.24540
50 H -0.33174 -0.00286 5.13424
51 H -2.01800 3.56053 -0.26835
52 H -2.47889 3.61694 -2.85198
53 H -2.55283 2.36502 -5.00897
54 H -1.86836 -0.03984 -5.02408
55 H -1.09924 -1.07255 -2.89771
56 Br 2.27205 -1.78126 2.95135
57 C 2.55648 0.06912 2.74691
58 C 3.50764 0.71215 3.55637
59 C 3.72825 2.04834 3.41578
60 Br 5.00091 2.87670 4.54240
61 C 3.03029 2.80799 2.44168
62 C 3.21470 4.19325 2.23388
63 C 2.50290 4.82747 1.26030
64 C 1.60854 4.07294 0.47853
65 N 1.40412 2.79107 0.63581
66 C 2.09057 2.14929 1.61370
67 C 1.83632 0.74980 1.79418
68 O 0.93756 0.12009 1.05828
69 H 4.05185 0.13839 4.29269
70 H 3.91811 4.73379 2.85164
71 H 2.61774 5.88697 1.07916
72 H 1.04271 4.56216 -0.31072

Forces on atoms 1 to 2 (eV/Å):
V -0.3335 -0.3782 -0.3329
C -0.0335 -0.0102 0.0033

These are the Löwdin partial charges, in e, on atoms 1 to 5: V 0.8809; C -0.0160; C -0.1154; N -0.0228; C -0.1537

***

Formula: C28H42Br6Cl4O12
Source: OMol25
Level of theory: ωB97M-V/def2-TZVPD

As for the total charge: 0. For the total energy, the calculation gives -524632.056 eV. The HOMO energy is -9.9 eV. As for the LUMO energy: -0.3 eV. Its gap between HOMO and LUMO is 9.61 eV. The largest force on an atom is 0.0425 Eh/bohr.

Cartesian coordinates (Å):
1 O 1.38328 -0.78357 0.95986
2 C 1.26420 -0.67379 -0.24542
3 O 0.44391 -1.45008 -0.93212
4 C 0.72887 -1.27191 -2.35428
5 C 1.37472 0.13293 -2.44800
6 C 2.03363 0.27125 -1.11092
7 H -0.06100 -1.46595 -3.07679
8 H 1.43538 -2.07526 -2.58109
9 H 0.49669 0.77214 -2.56506
10 H 1.98057 0.27350 -3.34100
11 H 2.05696 1.28617 -0.72874
12 H 3.02458 -0.19233 -1.12470
13 O -0.08819 2.58567 -0.21117
14 C -0.95863 3.18960 0.37986
15 O -0.92876 3.37526 1.68290
16 C -2.19135 3.77769 2.24519
17 C -3.10616 3.84230 1.00194
18 C -2.19171 3.84898 -0.22726
19 H -1.89958 4.73129 2.69070
20 H -2.65278 3.14420 2.99851
21 H -3.74195 4.72483 1.05355
22 H -3.67541 2.91317 1.00004
23 H -1.89120 4.83040 -0.59304
24 H -2.72695 3.29997 -0.99640
25 O -1.32814 -2.35976 5.54460
26 C -0.55951 -2.88043 4.77816
27 O -0.80000 -2.93096 3.45738
28 C 0.34594 -3.50007 2.79248
29 C 1.49708 -3.42117 3.79839
30 C 0.75727 -3.57046 5.09556
31 H 0.52945 -2.91601 1.89225
32 H 0.08863 -4.51702 2.48715
33 H 2.02551 -2.48071 3.63170
34 H 2.24785 -4.17627 3.56289
35 H 1.22302 -3.14857 5.98185
36 H 0.48208 -4.61423 5.26769
37 O -2.22266 1.62860 3.95864
38 C -1.08805 1.35340 4.24865
39 O -0.55266 1.40590 5.46643
40 C 0.71074 0.72190 5.48519
41 C 1.22598 0.85189 4.05943
42 C -0.05956 0.90071 3.24125
43 H 0.53603 -0.28744 5.86149
44 H 1.34440 1.23459 6.20807
45 H 1.87316 0.02939 3.75442
46 H 1.82237 1.76157 3.98237
47 H -0.26882 -0.05090 2.79544
48 H 0.05966 1.63103 2.44978
49 O -2.59268 0.36721 -1.10008
50 C -2.42906 -0.28804 -0.09877
51 O -2.86015 -1.56807 -0.02261
52 C -2.34911 -2.24063 1.13391
53 C -2.17325 -1.07021 2.10040
54 C -1.84921 0.15644 1.21557
55 H -1.48188 -2.86889 0.94035
56 H -3.11513 -2.90841 1.52784
57 H -1.38557 -1.24483 2.80324
58 H -3.10105 -0.91749 2.64911
59 H -0.80851 0.39209 1.02885
60 H -2.26923 1.07308 1.62258
61 O -1.47255 -3.06961 -4.28100
62 C -2.44260 -2.38206 -4.46730
63 O -2.76359 -1.95569 -5.69988
64 C -3.94457 -1.13416 -5.66979
65 C -4.56434 -1.39293 -4.28781
66 C -3.36416 -1.76301 -3.44875
67 H -4.61796 -1.38462 -6.48602
68 H -3.60368 -0.10099 -5.74804
69 H -5.23839 -2.25066 -4.27576
70 H -5.13584 -0.53644 -3.93319
71 H -3.54488 -2.50991 -2.67912
72 H -2.70175 -0.98764 -3.05378
73 C 5.74506 -3.05524 -3.15705
74 Cl 6.38968 -2.04312 -4.44242
75 Cl 3.96101 -3.04462 -3.29326
76 H 6.06642 -4.07775 -3.32292
77 H 5.98954 -2.69887 -2.16203
78 C 2.59148 4.30395 -1.62586
79 Cl 3.43413 3.54985 -0.26571
80 Cl 3.23386 3.74413 -3.19974
81 H 1.54289 4.01720 -1.64031
82 H 2.64331 5.38385 -1.53073
83 C 7.51174 0.76716 -1.62944
84 Br 5.56951 0.48216 -1.71050
85 Br 8.48233 -0.86956 -1.36685
86 Br 8.03524 2.21288 -0.44452
87 H 7.75645 1.11432 -2.62497
88 C -1.81446 2.11992 -3.62102
89 Br -1.03824 3.92046 -3.44394
90 Br -1.05775 1.10916 -5.12281
91 Br -3.76136 2.25413 -3.73559
92 H -1.47055 1.64405 -2.70811

Forces on atoms 1 to 2 (eV/Å):
O -0.2416 -0.0647 -0.4015
C 0.2877 0.4734 1.7693

These are the Löwdin partial charges, in e, on atoms 1 to 5: O 0.0951; C -0.4887; O 0.0554; C -0.0999; C -0.1414